Record 1
Entry from the Open Molecules 2025 dataset: C21H26F3N3NiO3 as an isolated structure at a distorted geometry (ωB97M-V with the def2-TZVPD basis set).

Summary:
Max |F| ... 4.82 eV/Å
ΔE to the lowest compared entry with this formula, charge and spin ... 176.3 kJ/mol
Multiplicity ... 3

Geometry (Å):
H  -0.15  -0.50  3.25
C  0.74  -2.71  1.01
C  0.13  -1.49  2.92
H  0.20  -4.78  3.65
H  -2.71  4.73  -1.16
C  3.44  -1.06  -0.76
C  -2.76  0.50  2.07
Ni  -0.07  0.31  0.24
C  -4.23  -1.07  0.35
H  2.41  2.58  0.82
C  0.10  -2.59  3.74
C  -0.39  3.23  -3.13
C  0.73  -0.71  -3.85
C  3.25  1.24  2.29
H  2.73  0.62  -1.78
C  -1.42  4.12  -2.78
H  0.74  -1.23  -4.81
H  0.86  -4.82  1.28
C  0.33  -3.84  3.13
C  -0.06  2.23  -2.26
H  2.62  -1.72  -1.06
H  -0.12  -2.54  4.80
N  0.32  -1.52  1.52
H  0.72  1.53  -2.52
C  3.13  0.47  -0.77
H  1.06  -2.79  -0.02
F  4.45  1.16  1.73
C  -1.95  4.05  -1.49
H  1.77  -0.55  -3.59
H  -4.68  0.67  3.16
H  3.77  -1.42  0.22
H  -1.02  -1.65  -3.21
H  -4.74  -1.82  -0.23
H  -2.46  -1.20  -0.77
H  -5.89  -0.75  1.60
C  2.15  1.61  1.26
O  -0.05  -0.90  -1.49
H  -1.68  4.98  -3.39
O  2.02  0.71  0.17
C  -4.11  0.24  2.34
F  3.10  0.00  2.73
C  -2.84  -0.79  0.15
C  -4.85  -0.51  1.44
H  -1.95  2.81  0.34
O  0.79  1.66  1.63
H  4.23  -1.29  -1.47
H  0.21  3.26  -4.03
F  3.34  1.99  3.31
C  -1.59  2.95  -0.68
N  -2.08  0.09  0.93
C  0.62  -3.87  1.73
H  0.28  0.25  -4.09
H  -2.23  1.11  2.79
C  -0.03  -1.50  -2.80
H  4.07  1.01  -0.70
N  -0.65  1.96  -1.01
H  0.40  -2.50  -2.74

Record 2
Entry from the Open Molecules 2025 dataset: C21H26I2N2OSi2V as an isolated structure (ωB97M-V with the def2-TZVPD basis set).

Summary:
Net charge ... +2
Max |F| ... 0.69 eV/Å
ΔE to the lowest compared entry with this formula, charge and spin ... 65.9 kJ/mol
Multiplicity ... 2

Geometry (Å):
H  -1.83  -2.99  -2.30
H  -3.68  -0.64  0.77
H  3.19  -0.71  2.52
C  2.46  3.47  -3.65
C  -1.58  -0.06  2.91
H  3.14  -2.83  0.50
H  -0.22  -3.17  -1.61
H  -2.13  1.41  -2.05
H  1.66  -3.24  3.53
C  -2.00  1.06  3.62
C  -1.21  1.84  -2.42
H  -1.76  -1.06  3.27
H  -1.44  -4.22  1.05
C  -1.06  -2.48  -1.71
H  -0.07  4.12  -4.65
H  0.09  -2.47  3.77
V  0.43  0.49  -0.09
H  2.03  -2.25  -0.73
H  -2.18  3.07  -3.87
I  2.68  4.95  -5.09
I  5.20  1.22  -1.13
C  2.17  -0.37  2.29
H  -3.10  -3.93  0.55
N  -0.68  1.40  1.25
C  1.10  1.98  -2.31
H  -0.83  3.45  1.52
C  -3.23  -0.85  -0.20
C  -1.74  2.34  3.14
H  -2.99  0.11  -0.66
H  1.73  -0.02  3.23
H  -2.05  3.22  3.69
H  -2.52  0.93  4.55
Si  1.21  -1.84  1.61
C  2.09  -2.74  0.24
C  0.73  -2.95  3.02
C  3.50  1.96  -2.04
C  -1.24  2.79  -3.44
H  0.25  -3.86  2.68
C  -2.22  -3.47  1.00
C  -1.06  2.48  1.94
Si  -1.77  -2.00  -0.05
H  2.31  0.51  1.65
C  -0.06  3.37  -3.87
H  1.69  -3.76  0.13
C  1.17  2.98  -3.30
C  3.57  2.97  -3.03
C  2.26  1.47  -1.71
H  -2.50  -3.19  2.02
H  4.55  3.35  -3.29
C  -0.91  0.15  1.71
C  -0.37  -0.96  0.83
N  -0.08  1.44  -1.86
O  2.03  0.48  -0.81
H  -4.00  -1.32  -0.82
H  -0.72  -1.62  -2.29

Record 3
Entry from the Open Molecules 2025 dataset: C21H26MoN4O4PS4 as an isolated structure at a distorted geometry (ωB97M-V with the def2-TZVPD basis set).

Summary:
Net charge ... +2
Max |F| ... 1.53 eV/Å
ΔE to the lowest compared entry with this formula, charge and spin ... 170.5 kJ/mol
Multiplicity ... 2

Geometry (Å):
C  2.60  -6.17  1.18
H  -2.68  -2.05  4.59
N  1.79  0.42  -0.50
C  -2.21  3.00  2.76
C  1.59  1.81  -0.54
C  -4.36  -0.72  4.31
C  -0.26  3.16  -0.47
C  -2.74  3.81  3.91
C  3.29  -1.66  -2.43
Mo  0.20  -0.43  0.17
H  -3.78  3.56  4.11
H  1.19  -7.42  -0.86
C  5.83  -0.59  -2.81
O  -2.30  -0.89  2.97
N  0.27  1.94  -0.49
C  1.94  4.12  -0.52
H  2.37  -6.06  2.24
O  -2.42  1.58  3.08
C  0.84  -6.42  -0.64
N  1.01  -4.42  0.62
H  -1.14  3.15  2.60
C  -2.89  -1.01  4.33
H  6.51  -0.68  -5.42
S  -2.16  0.38  0.32
S  3.06  -0.54  0.00
S  -0.77  -2.44  0.31
C  5.19  -0.38  -1.60
H  -2.75  3.20  1.84
H  0.12  5.27  -0.51
P  -1.79  0.40  2.29
O  3.86  0.15  0.96
H  5.26  -1.83  -5.92
N  -0.66  -4.63  -1.07
O  2.14  -1.62  0.44
H  -2.33  -0.36  5.00
H  2.30  -2.08  -2.27
H  -0.72  -6.40  -2.13
H  -2.67  4.87  3.66
C  0.56  4.28  -0.50
C  3.92  -0.93  -1.43
H  -1.34  3.23  -0.45
C  -0.21  -5.86  -1.34
C  5.23  -1.32  -3.83
C  2.49  2.84  -0.54
S  0.27  0.41  2.37
H  -4.56  0.31  4.03
H  -4.76  -0.88  5.31
C  1.45  -5.66  0.36
H  2.81  -7.21  0.96
H  -2.15  3.63  4.82
H  3.49  -5.57  0.97
H  2.59  4.98  -0.53
H  3.48  -2.43  -4.41
H  -4.88  -1.38  3.62
C  5.95  -1.56  -5.12
C  -0.01  -4.03  -0.10
H  6.67  -2.38  -5.00
H  3.56  2.67  -0.55
H  5.66  0.18  -0.81
H  6.82  -0.17  -2.97
C  3.95  -1.86  -3.62

Record 4
Entry from the Open Molecules 2025 dataset: C21H26N2 as an isolated structure at a distorted geometry (ωB97M-V with the def2-TZVPD basis set).

Summary:
Max |F| ... 16.91 eV/Å
ΔE to the lowest compared entry with this formula, charge and spin ... 1872.1 kJ/mol

Geometry (Å):
H  0.31  0.99  -4.31
H  -1.40  0.13  -3.34
H  1.36  3.19  -0.84
H  -2.07  2.79  1.62
C  -1.44  1.61  -1.59
H  -2.89  0.63  1.50
C  1.57  2.35  -1.45
H  -0.83  3.55  -1.75
C  -1.16  -1.72  4.19
C  0.85  -1.43  0.31
H  -2.19  3.71  0.07
C  0.78  -1.98  2.66
C  -1.74  0.28  -2.26
H  -2.67  -1.67  -2.11
C  -1.55  2.91  0.53
H  2.75  0.23  -2.79
N  1.28  -0.11  -1.75
H  1.37  -2.17  -1.69
H  1.51  -0.70  -3.48
C  1.12  -2.77  3.76
H  2.53  -1.46  -0.85
H  2.44  -3.28  3.53
H  -1.24  -1.19  2.08
H  -0.41  -1.25  0.21
H  2.60  0.70  -0.38
C  1.58  0.04  -2.92
H  2.42  -2.20  1.46
C  -2.41  0.42  0.45
H  -1.10  -2.69  6.19
H  1.21  -3.43  5.71
H  -0.47  3.00  0.44
C  1.83  1.01  -0.79
H  -2.18  -1.59  4.30
C  0.70  -3.10  5.00
C  -0.70  2.39  -2.49
C  -2.56  -0.91  -1.62
H  1.99  1.95  -4.21
C  1.28  -1.98  1.34
H  1.05  1.25  0.26
C  -1.82  1.50  -0.17
C  -0.53  -1.65  2.94
C  -2.79  -0.69  -0.25
N  0.75  2.30  -2.74
C  -0.53  -2.81  5.01
C  1.29  1.34  -3.57
C  1.58  -1.49  -0.96
H  -0.99  2.79  -3.40
H  2.78  2.69  -1.93
H  -3.25  -1.45  0.10